No. 1
C51H67BrClNPV as an isolated structure. Source: OMol25; level of theory: ωB97M-V with the def2-TZVPD basis set.

Computed properties:
Kohn-Sham gap (spin up / spin down) = 7.13 / 7.90 eV
HOMO level (spin up / spin down) = -10.93 / -10.98 eV

ORCA input file:
```
! wB97M-V def2-TZVPD RIJCOSX def2/J DEFGRID3
* xyz 1 2
V 0.657 1.432 0.123
C -3.302 2.614 1.317
N -1.940 2.983 0.903
C -1.340 3.925 1.864
C -2.081 3.670 -0.378
C -0.777 3.944 -1.056
C -0.778 4.969 -2.000
C 0.382 5.365 -2.640
C 1.576 4.752 -2.302
C 1.580 3.727 -1.369
C 0.409 3.258 -0.753
H -3.832 3.477 1.739
H -3.322 1.801 2.030
H -3.867 2.278 0.456
H -2.082 4.657 2.204
H -0.526 4.464 1.382
H -0.937 3.415 2.731
H -2.611 4.625 -0.242
H -2.702 3.049 -1.020
H -1.713 5.472 -2.221
H 0.358 6.164 -3.369
H 2.508 5.075 -2.750
H 2.537 3.295 -1.118
C 1.320 -3.160 -4.699
C -0.169 -2.843 -4.578
C -1.006 -4.055 -5.009
C -0.602 -2.397 -3.201
C -0.414 -3.169 -2.066
C -0.933 -2.806 -0.832
C -0.928 -3.871 0.258
C -2.158 -4.775 0.070
C 0.324 -4.756 0.259
C -1.626 -1.576 -0.671
C -1.950 -0.864 -1.850
C -1.393 -1.270 -3.063
C -3.067 0.164 -1.976
C -2.778 1.248 -3.025
C -4.370 -0.527 -2.416
C -2.295 -1.349 0.684
C -3.609 -1.830 0.709
C -4.402 -1.890 1.842
C -3.848 -1.512 3.052
C -2.549 -1.037 3.059
C -1.756 -0.894 1.913
P -0.144 -0.017 2.283
C 1.070 -1.456 2.557
C 2.413 -1.065 3.189
C 1.398 -1.883 1.130
C 0.464 -2.642 3.315
C -0.189 0.829 4.062
C -1.462 1.627 4.410
C 0.047 -0.098 5.267
C 0.984 1.820 4.003
H 1.548 -3.466 -5.721
H 1.607 -3.976 -4.033
H 1.931 -2.287 -4.467
H -0.390 -2.023 -5.267
H -0.793 -4.912 -4.367
H -0.774 -4.334 -6.038
H -2.073 -3.838 -4.944
H 0.104 -4.117 -2.155
H -1.020 -3.392 1.230
H -2.164 -5.193 -0.939
H -3.089 -4.235 0.219
H -2.130 -5.601 0.783
H 0.252 -5.533 -0.503
H 0.422 -5.257 1.224
H 1.235 -4.187 0.073
H -1.647 -0.723 -3.961
H -3.230 0.622 -1.004
H -2.917 0.861 -4.034
H -1.760 1.638 -2.960
H -3.483 2.074 -2.918
H -4.236 -0.969 -3.405
H -5.183 0.200 -2.473
H -4.684 -1.321 -1.747
H -4.013 -2.202 -0.217
H -5.415 -2.265 1.780
H -4.408 -1.577 3.976
H -2.128 -0.779 4.010
H 2.383 -0.971 4.267
H 2.815 -0.148 2.767
H 3.125 -1.863 2.964
H 1.964 -1.097 0.636
H 0.509 -2.099 0.537
H 2.022 -2.777 1.152
H 0.424 -2.480 4.387
H 1.099 -3.515 3.141
H -0.537 -2.890 2.969
H -2.038 1.929 3.553
H -2.124 1.067 5.069
H -1.173 2.530 4.952
H -0.647 -0.933 5.327
H -0.110 0.511 6.161
H 1.053 -0.487 5.327
H 0.902 2.489 3.154
H 1.947 1.322 3.939
H 0.988 2.424 4.914
Cl 3.042 -2.315 -1.414
C 3.497 -0.778 -2.086
C 4.786 -0.706 -2.596
C 5.219 0.438 -3.240
C 4.330 1.488 -3.414
C 3.053 1.399 -2.898
C 2.603 0.296 -2.161
C 1.231 0.327 -1.572
H 5.435 -1.565 -2.498
H 6.227 0.491 -3.629
H 4.629 2.371 -3.965
H 2.357 2.202 -3.083
H 0.833 -0.675 -1.371
H 0.557 0.858 -2.257
Br 6.577 3.413 2.562
C 4.905 2.834 1.898
C 4.794 1.587 1.311
C 3.560 1.171 0.828
C 2.423 1.976 0.911
C 2.580 3.238 1.503
C 3.800 3.667 1.998
H 5.658 0.942 1.229
H 3.526 0.193 0.367
H 1.745 3.924 1.570
H 3.895 4.646 2.447
*
```

=====

No. 2
C51H67BrGaGeIN6O2Sb2 as an isolated structure in a non-equilibrium geometry. Source: OMol25; level of theory: ωB97M-V with the def2-TZVPD basis set.

Computed properties:
Kohn-Sham gap = 7.23 eV
HOMO level = -12.57 eV

ORCA input file:
```
! wB97M-V def2-TZVPD RIJCOSX def2/J DEFGRID3
* xyz 2 1
Ga 1.491 -0.073 -0.250
C 4.636 -2.923 -1.202
Sb 4.278 -1.300 0.178
C 4.762 -2.449 1.963
C 6.245 -0.311 -0.120
C 6.382 0.211 -1.494
C 6.983 -0.600 -2.458
C 7.129 -0.185 -3.766
C 6.673 1.069 -4.144
C 6.082 1.888 -3.204
C 5.930 1.483 -1.878
C 5.265 2.411 -0.949
Sb 3.067 2.264 -1.127
C 2.682 3.010 -3.114
C 2.619 4.134 -0.154
H 5.543 -3.446 -0.910
H 4.759 -2.535 -2.209
H 3.800 -3.616 -1.186
H 5.833 -2.618 1.992
H 4.257 -3.409 1.923
H 4.454 -1.925 2.863
H 6.967 -1.100 0.067
H 6.336 0.448 0.650
H 7.363 -1.566 -2.160
H 7.613 -0.827 -4.485
H 6.782 1.408 -5.162
H 5.761 2.884 -3.479
H 5.469 3.444 -1.213
H 5.509 2.249 0.097
H 2.975 4.055 -3.151
H 1.617 2.930 -3.306
H 3.231 2.440 -3.855
H 3.217 4.911 -0.625
H 2.837 4.093 0.908
H 1.564 4.337 -0.296
C 0.661 -5.126 -1.603
N 0.816 -3.931 -2.401
C 0.861 -4.132 -3.844
C 1.077 -2.726 -4.392
N 1.499 -1.999 -3.210
C 1.786 -0.598 -3.301
C 1.186 -2.670 -2.073
N 1.304 -2.110 -0.889
C 0.947 -2.819 0.327
C 0.217 -1.915 1.325
N 1.033 -0.745 1.625
C 1.084 -0.297 2.873
N 0.253 -0.643 3.879
C -1.150 -0.980 3.803
C 0.757 -0.169 5.161
C 1.987 0.661 4.787
N 2.098 0.451 3.355
C 3.118 1.125 2.610
H 0.808 -5.982 -2.257
H -0.342 -5.204 -1.178
H 1.407 -5.188 -0.814
H -0.069 -4.583 -4.200
H 1.691 -4.802 -4.096
H 0.154 -2.304 -4.805
H 1.849 -2.685 -5.163
H 1.925 -0.348 -4.352
H 2.723 -0.373 -2.771
H 0.965 0.015 -2.899
H 1.857 -3.201 0.809
H 0.265 -3.640 0.128
H 0.044 -2.505 2.224
H -0.742 -1.637 0.880
H -1.539 -0.828 2.801
H -1.704 -0.327 4.478
H -1.344 -2.011 4.105
H 1.006 -1.025 5.795
H -0.005 0.425 5.670
H 2.893 0.319 5.293
H 1.851 1.722 5.012
H 4.077 0.591 2.658
H 3.262 2.126 3.020
H 2.787 1.228 1.574
O -0.516 -0.027 -0.997
C -0.670 1.137 -0.550
O 0.324 1.720 -0.043
C -2.018 1.769 -0.494
C -2.661 1.112 0.742
Ge -4.096 -0.235 0.236
C -4.219 -1.650 1.634
C -4.311 -2.999 1.311
C -4.435 -3.958 2.301
C -4.484 -3.580 3.632
C -4.412 -2.238 3.967
C -4.280 -1.284 2.974
C -3.730 -1.076 -1.528
C -2.813 -2.106 -1.685
C -2.626 -2.706 -2.916
C -3.346 -2.273 -4.018
C -4.269 -1.251 -3.875
C -4.459 -0.663 -2.636
C -5.759 0.835 0.115
C -6.932 0.169 -0.220
C -8.137 0.842 -0.292
C -8.186 2.199 -0.021
C -7.024 2.878 0.301
C -5.819 2.201 0.364
H -2.590 1.555 -1.400
H -1.909 2.847 -0.384
H -3.129 1.869 1.368
H -1.880 0.660 1.351
H -4.298 -3.304 0.274
H -4.519 -5.001 2.034
H -4.595 -4.326 4.403
H -4.481 -1.933 5.000
H -4.235 -0.236 3.239
H -2.244 -2.445 -0.830
H -1.934 -3.530 -3.016
H -3.194 -2.735 -4.982
H -4.848 -0.921 -4.725
H -5.192 0.124 -2.517
H -6.893 -0.893 -0.425
H -9.037 0.312 -0.564
H -9.125 2.728 -0.069
H -7.058 3.940 0.499
H -4.923 2.756 0.607
Br -2.355 4.171 5.074
C -2.393 5.074 3.404
C -3.330 6.072 3.190
C -3.378 6.729 1.975
C -2.490 6.394 0.967
C -1.546 5.404 1.179
C -1.494 4.753 2.398
I -0.031 3.289 2.736
H -4.018 6.326 3.980
H -4.111 7.504 1.820
H -2.523 6.910 0.021
H -0.839 5.146 0.405
*
```

=====

No. 3
C51H68CaNO4P3 as an isolated structure in a non-equilibrium geometry. Source: OMol25; level of theory: ωB97M-V with the def2-TZVPD basis set.

Computed properties:
Kohn-Sham gap = 7.52 eV
HOMO level = -12.23 eV

ORCA input file:
```
! wB97M-V def2-TZVPD RIJCOSX def2/J DEFGRID3
* xyz 2 1
Ca 0.260 0.502 0.885
C 0.118 2.841 -3.186
N -0.445 3.847 -2.295
C 0.497 4.364 -1.285
P -0.029 3.692 0.424
C -1.397 4.824 0.824
C -1.587 6.082 0.163
C -2.794 6.735 0.275
C -3.831 6.310 1.141
C -3.636 5.136 1.832
C -2.421 4.409 1.711
C 1.206 4.543 1.475
C 0.896 4.944 2.821
C 1.817 5.721 3.555
C 3.091 5.963 3.051
C 3.459 5.478 1.780
C 2.550 4.731 1.023
C -1.461 4.733 -2.745
C -2.825 4.371 -2.840
C -3.702 5.159 -3.560
C -3.238 6.228 -4.341
C -1.901 6.697 -4.140
C -1.049 6.008 -3.280
P 0.657 1.214 -2.256
C 2.108 0.700 -3.218
C 3.307 0.388 -2.517
C 4.458 0.063 -3.214
C 4.415 -0.070 -4.619
C 3.228 0.138 -5.270
C 2.055 0.458 -4.583
C -0.666 0.142 -2.897
C -0.356 -1.120 -3.483
C -1.328 -1.845 -4.141
C -2.598 -1.346 -4.318
C -2.897 -0.079 -3.711
C -1.958 0.640 -2.953
H 0.948 3.207 -3.796
H -0.674 2.580 -3.913
H 0.525 5.480 -1.269
H 1.516 3.996 -1.485
H -0.747 6.574 -0.333
H -2.941 7.602 -0.289
H -4.728 6.937 1.239
H -4.358 4.753 2.537
H -2.244 3.546 2.357
H -0.044 4.568 3.246
H 1.537 6.028 4.577
H 3.827 6.514 3.627
H 4.495 5.643 1.415
H 2.813 4.353 0.025
H -3.169 3.417 -2.404
H -4.725 4.823 -3.593
H -3.862 6.733 -5.057
H -1.566 7.590 -4.630
H -0.018 6.343 -2.996
H 3.316 0.509 -1.402
H 5.311 -0.240 -2.590
H 5.327 -0.372 -5.163
H 3.176 0.017 -6.323
H 1.105 0.381 -5.120
H 0.689 -1.454 -3.396
H -1.054 -2.879 -4.460
H -3.426 -1.900 -4.766
H -3.889 0.346 -3.777
H -2.249 1.586 -2.457
O -2.897 -0.844 4.095
H -3.065 -0.347 4.935
H -3.390 -1.671 4.204
O 1.610 1.090 2.676
H 1.301 1.759 3.301
H 2.335 0.633 3.068
O -1.838 0.664 2.178
H -2.173 0.075 2.900
H -2.538 1.296 1.925
O 1.537 2.570 5.046
C 2.207 2.586 6.015
C 3.206 -5.750 -1.330
C 1.943 -5.265 -2.065
C 1.291 -4.029 -1.344
C 1.505 -4.143 0.206
C 3.012 -3.950 0.485
C 3.898 -4.541 -0.625
P 0.486 -2.901 1.162
C 0.621 -3.517 2.960
C 0.585 -5.035 3.208
C 1.299 -5.411 4.531
C 1.226 -4.384 5.622
C 1.706 -3.017 5.147
C 1.811 -2.849 3.617
C -1.344 -3.501 0.885
C -2.124 -2.402 0.090
C -3.613 -2.771 -0.190
C -4.056 -4.035 0.580
C -3.146 -5.225 0.195
C -1.626 -4.870 0.166
H 3.934 -6.290 -1.956
H 2.882 -6.438 -0.474
H 1.166 -6.060 -2.178
H 2.155 -4.973 -3.134
H 0.226 -3.880 -1.603
H 1.727 -3.090 -1.742
H 1.265 -5.175 0.463
H 3.296 -4.349 1.451
H 3.224 -2.836 0.591
H 4.865 -4.890 -0.212
H 4.184 -3.798 -1.367
H -0.320 -3.169 3.398
H 1.064 -5.551 2.326
H -0.444 -5.422 3.286
H 2.397 -5.523 4.321
H 0.969 -6.428 4.800
H 1.892 -4.706 6.474
H 0.242 -4.289 6.076
H 2.689 -2.795 5.569
H 1.024 -2.236 5.560
H 2.733 -3.352 3.261
H 1.930 -1.803 3.353
H -1.757 -3.592 1.921
H -1.634 -2.302 -0.849
H -2.109 -1.419 0.591
H -3.790 -2.949 -1.283
H -4.264 -1.954 0.054
H -5.115 -4.287 0.419
H -3.969 -3.798 1.661
H -3.410 -5.513 -0.824
H -3.325 -6.093 0.798
H -1.360 -4.843 -0.901
H -1.034 -5.695 0.597
*
```

=====

Taking the records one at a time from the top gives calculated total energy values of -6357.54837 -9816.06969 -4041.09579 a.u..